Model w:
The following is a quantum chemistry calculation of C3H4N2S2 as an isolated structure, from OMol25.

```
! RIJCOSX wB97M-V def2-TZVPD def2/J DEFGRID3
* xyz 0 1
S -1.545 -2.078 -0.391
S 3.157 -0.336 0.873
N 0.003 -1.861 -0.849
N 1.641 -0.191 -0.739
C -1.742 -0.612 0.476
C -0.610 0.137 0.244
C 0.367 -0.661 -0.432
H -2.740 -0.330 1.010
H -0.251 0.963 0.732
H 1.668 0.820 -0.879
H 2.956 -1.666 0.930
*
```

***

Model x:
The following is a quantum chemistry calculation of one molecule with the formula C3H4N2S2, from OMol25.

```
! RIJCOSX wB97M-V def2-TZVPD def2/J DEFGRID3
* xyz 0 1
S 3.594 -0.978 0.079
S -3.685 -0.757 0.179
N 1.053 -0.421 -0.223
N -1.146 0.234 -0.102
C 0.186 0.495 -0.090
C -2.002 -0.846 -0.271
C 2.401 0.106 0.057
H 0.133 1.604 0.263
H 2.668 1.147 0.705
H -1.514 -1.834 -0.360
H -1.688 1.248 -0.236
*
```

The SMILES is S=C/N=C/NC=S.

***

Model y:
The following is a quantum chemistry calculation of a 2-piece molecular cluster, C3H4N2S2 overall, from OMol25.

```
! RIJCOSX wB97M-V def2-TZVPD def2/J DEFGRID3
* xyz 0 1
S 1.101 0.073 1.874
S -0.853 -1.609 -0.996
N 1.330 1.207 -2.566
N -1.291 1.015 1.352
C 0.804 0.695 -1.574
C -0.247 0.328 -0.708
C -0.183 0.473 0.883
H -1.486 -1.676 0.143
H -1.548 0.256 2.542
H -1.162 0.832 -0.888
H -2.284 0.629 1.049
*
```

***

Result of the stability comparison: model w is the most stable of them.

***

Model w:
The following is a quantum chemistry calculation of a 8-piece molecular cluster, C6H28O8 overall, from OMol25.

```
! RIJCOSX wB97M-V def2-TZVPD def2/J DEFGRID3
* xyz 0 1
O 4.219 -1.711 -1.615
O 1.984 0.999 1.865
O -4.799 -1.900 -0.531
O -2.280 1.570 2.390
O 0.240 0.848 -1.173
O 1.139 1.595 -3.875
O 3.091 0.754 -1.075
O 0.217 2.976 0.882
C -2.225 0.026 4.185
C -4.117 -0.730 -0.126
C 2.984 -2.452 -1.739
C -2.600 -0.874 -0.226
C 2.119 -1.904 -2.852
C -1.390 0.789 3.193
H 2.464 0.766 1.058
H 2.400 -2.450 -0.812
H 3.550 -0.044 -1.418
H 2.097 1.655 -3.819
H -1.890 1.908 1.582
H -2.279 -1.404 -1.128
H -2.150 -1.340 0.653
H -1.592 -0.589 4.824
H 1.219 1.526 1.569
H 1.209 0.870 -1.067
H -4.648 -2.578 0.131
H -0.789 0.113 2.580
H 0.839 1.513 -2.951
H 1.102 -2.269 -2.693
H -0.085 1.562 -0.610
H 3.721 1.476 -1.183
H 4.873 -2.379 -1.395
H 2.399 -2.282 -3.839
H -0.751 1.515 3.703
H 2.098 -0.825 -2.963
H 1.049 3.143 0.417
H -2.022 0.049 -0.335
H 0.007 3.819 1.303
H 3.198 -3.512 -1.898
H -4.491 0.175 -0.594
H -2.768 0.732 4.827
H -4.273 -0.587 0.952
H -3.070 -0.547 3.801
*
```

The SMILES is CCO.CCO.CCO.O.O.O.O.O.

***

Model x:
The following is a quantum chemistry calculation of a 8-piece molecular cluster, C6H28O8 overall, from OMol25.

```
! RIJCOSX wB97M-V def2-TZVPD def2/J DEFGRID3
* xyz 0 1
O 20.545 6.242 47.558
O 21.442 4.319 49.172
O 17.411 3.124 48.713
O 20.447 8.759 48.859
O 23.086 6.694 48.031
O 22.297 4.529 46.077
O 18.168 5.678 48.566
O 20.038 7.797 45.302
C 21.007 7.736 44.366
C 19.875 8.438 50.059
C 17.272 6.453 47.856
C 17.981 2.367 47.688
C 20.687 3.963 50.350
C 21.848 4.259 44.704
H 19.019 5.751 48.470
H 21.668 5.222 44.153
H 20.610 8.050 50.753
H 17.704 6.747 46.966
H 22.396 3.658 44.241
H 16.384 6.008 47.741
H 23.273 6.654 48.939
H 20.854 3.840 44.767
H 21.883 7.256 44.811
H 21.529 4.698 46.682
H 19.681 3.420 50.123
H 22.058 6.507 47.611
H 19.843 5.552 47.368
H 20.418 4.915 50.733
H 21.208 8.785 44.130
H 18.456 1.344 47.939
H 19.523 9.334 50.468
H 17.146 7.412 48.398
H 19.212 7.672 50.240
H 20.185 7.464 46.117
H 18.871 2.872 47.200
H 20.994 5.058 48.734
H 17.265 2.282 46.843
H 20.787 7.149 43.548
H 23.389 7.614 47.828
H 21.259 3.354 51.209
H 20.355 7.988 48.437
H 17.553 3.984 48.685
*
```

***

Result of the stability comparison: model w is the most stable of them.

***

Model w:
The following is a quantum chemistry calculation of a 10-piece molecular cluster, ClH18O13 overall, from OMol25.

```
! RIJCOSX wB97M-V def2-TZVPD def2/J DEFGRID3
* xyz -1 1
Cl -1.117 0.406 -0.043
O -1.018 -2.251 -2.701
O -0.218 1.062 -2.984
O -2.187 -0.415 -0.727
O -0.119 -1.583 3.187
O 1.702 -0.022 1.794
O 2.603 1.578 -1.126
O -1.196 -2.544 0.861
O -1.106 1.835 -0.562
O 1.385 -2.806 -0.083
O -1.288 0.450 1.426
O 0.201 -0.248 -0.283
O -0.341 2.598 3.062
O 0.024 3.992 -1.675
H 0.464 2.608 2.548
H 0.291 0.250 -2.905
H -1.385 -1.689 -2.009
H 1.615 0.912 1.785
H -0.673 -1.586 2.419
H 1.585 -3.130 -0.934
H -0.783 0.973 -2.234
H 0.427 -2.634 0.018
H -0.257 3.082 -1.446
H -0.009 4.444 -0.845
H 1.121 -0.309 1.010
H -1.847 -3.217 1.025
H -0.951 -3.122 -2.293
H 0.608 -1.067 2.901
H -1.766 -1.921 0.375
H -0.979 2.172 2.502
H 1.950 0.995 -1.452
H 3.280 1.184 -0.610
*
```

***

Model x:
The following is a quantum chemistry calculation of a 10-piece molecular cluster, ClH18O13 overall, from OMol25.

```
! RIJCOSX wB97M-V def2-TZVPD def2/J DEFGRID3
* xyz -1 1
Cl -0.288 1.205 0.176
O -3.552 1.743 -0.096
O -1.198 1.646 1.308
O -1.547 -1.937 -2.770
O 0.869 0.471 0.699
O -0.738 0.167 3.563
O 0.845 -2.297 -1.184
O 0.158 2.508 -3.204
O 0.397 -2.334 2.245
O -2.068 -1.476 1.177
O 0.361 2.332 -0.596
O 3.193 -0.796 1.054
O -0.983 0.270 -0.744
O 2.705 1.572 -1.404
H -1.613 0.052 3.915
H 3.922 -0.670 0.454
H 0.309 1.516 -3.230
H -0.578 -1.997 -2.728
H -1.722 -1.086 -2.314
H 1.908 1.732 -0.900
H 0.557 -1.405 -0.991
H -1.110 -1.653 1.375
H 3.247 2.310 -1.187
H 0.824 -1.653 2.724
H -2.138 -0.922 0.374
H 1.086 -2.878 1.894
H 0.217 2.744 -2.284
H -3.577 0.870 -0.386
H 1.743 -2.300 -0.918
H -0.903 0.668 2.763
H 2.402 -0.318 0.850
H -2.728 1.905 0.374
*
```

***

Result of the stability comparison: model x is the most stable of them.